DFT (ωB97M-V with the def2-TZVPD basis set) results for a molecular structure, C37H64BN12SY.

Geometry as ORCA input:
```
! RIJCOSX wB97M-V def2-TZVPD def2/J DEFGRID3
* xyz 2 1
Y 0.166 0.302 0.316
C -3.056 -3.539 -0.915
C -1.750 -2.932 -1.432
C -1.352 -3.589 -2.762
C -0.652 -3.117 -0.429
C -0.220 -4.346 0.057
C 0.809 -4.065 0.938
C 1.576 -5.074 1.734
C 0.608 -5.991 2.486
C 2.487 -5.886 0.808
N 0.982 -2.728 0.946
N 0.081 -2.130 0.114
B 1.980 -1.932 1.805
N 2.910 -1.058 0.895
N 2.412 -0.204 -0.051
C 3.459 0.418 -0.616
C 4.631 -0.032 -0.028
C 4.260 -0.986 0.909
C 5.354 -1.800 1.547
C 5.772 -2.890 0.547
C 5.143 -2.410 2.927
C 3.479 1.345 -1.797
C 2.262 2.252 -1.947
C 3.718 0.515 -3.066
N 1.158 -1.123 2.851
N 0.144 -0.284 2.480
C -0.478 0.115 3.599
C 0.130 -0.480 4.697
C 1.152 -1.267 4.194
C 2.054 -2.107 5.039
C 2.933 -1.202 5.908
C 1.219 -3.039 5.922
C -1.636 1.065 3.683
C -2.536 1.030 2.452
C -1.128 2.493 3.930
H -3.854 -3.375 -1.636
H -2.948 -4.608 -0.754
H -3.343 -3.071 0.023
H -1.938 -1.865 -1.585
H -1.304 -4.668 -2.644
H -2.094 -3.368 -3.528
H -0.370 -3.251 -3.095
H -0.607 -5.312 -0.195
H 2.196 -4.566 2.471
H 0.006 -6.575 1.796
H 1.166 -6.678 3.118
H -0.059 -5.406 3.115
H 1.902 -6.431 0.072
H 3.180 -5.232 0.282
H 3.062 -6.602 1.389
H 2.680 -2.675 2.367
H 5.628 0.294 -0.248
H 6.193 -1.097 1.626
H 4.942 -3.563 0.345
H 6.106 -2.457 -0.392
H 6.591 -3.473 0.958
H 4.575 -3.333 2.867
H 6.113 -2.657 3.354
H 4.645 -1.711 3.593
H 4.357 1.986 -1.662
H 1.332 1.681 -1.916
H 2.245 2.991 -1.151
H 2.328 2.787 -2.892
H 2.958 -0.259 -3.160
H 3.703 1.159 -3.943
H 4.687 0.024 -3.022
H -0.156 -0.362 5.722
H 2.696 -2.716 4.405
H 2.326 -0.647 6.618
H 3.644 -1.804 6.466
H 3.484 -0.485 5.301
H 0.624 -2.470 6.632
H 0.549 -3.648 5.320
H 1.875 -3.699 6.484
H -2.226 0.763 4.555
H -2.021 1.500 1.609
H -2.815 0.006 2.193
H -3.447 1.597 2.642
H -0.517 2.832 3.093
H -1.972 3.171 4.043
H -0.531 2.540 4.837
C -0.207 5.106 0.433
C 0.238 3.683 0.523
N -0.447 2.702 0.006
N -1.602 3.071 -0.606
C -2.427 2.166 -1.044
N -3.558 2.593 -1.632
S -2.223 0.442 -1.004
C 1.475 3.360 1.235
C 2.425 4.344 1.531
C 3.582 3.988 2.198
C 3.734 2.671 2.606
C 2.728 1.767 2.308
N 1.644 2.077 1.607
H -1.283 5.130 0.272
H 0.265 5.598 -0.419
H 0.043 5.654 1.338
H -3.799 3.569 -1.575
H -4.296 1.927 -1.786
H 2.267 5.366 1.224
H 4.342 4.726 2.405
H 4.615 2.354 3.139
H 2.799 0.747 2.660
N 0.630 -0.544 -5.862
C -0.621 -0.407 -5.050
C -0.336 0.370 -3.753
N 0.266 -0.402 -2.686
H 0.460 -1.050 -6.742
H 1.351 -1.047 -5.327
H 0.997 0.391 -6.089
H -1.002 -1.403 -4.816
H -1.362 0.116 -5.652
H -1.287 0.745 -3.366
H 0.295 1.233 -3.983
H 1.147 -0.833 -2.950
H -0.369 -1.138 -2.393
*
```

DFT (ωB97M-V with the def2-TZVPD basis set) results for 7 unconnected molecules or ions with the total composition C37H64N8O8.

SMILES: C=C[C@@](C#N)(COC)[C@](C#N)(Cc1ccc(C)cc1)C[C@@H]1CO1.CNC(C)=O.CNC(C)=O.CNC(C)=O.CNC(C)=O.CNC(C)=O.CNC(C)=O

Geometry as ORCA input:
```
! RIJCOSX wB97M-V def2-TZVPD def2/J DEFGRID3
* xyz 0 1
C 0.397 -1.491 5.659
C -0.249 -1.599 4.496
C 0.282 -2.352 3.272
C 0.690 -3.735 3.776
N 0.932 -4.827 4.085
C -0.866 -2.598 2.251
O -2.134 -2.669 2.856
C -3.092 -2.973 1.840
C 1.579 -1.720 2.631
C 2.728 -2.039 3.581
N 3.583 -2.550 4.176
C 1.541 -0.134 2.590
C 0.268 0.438 1.958
C 0.010 0.431 0.558
C -1.191 0.957 0.076
C -2.180 1.502 0.897
C -3.513 2.050 0.382
C -1.928 1.541 2.280
C -0.734 1.024 2.769
C 1.865 -2.206 1.176
C 3.328 -2.838 1.100
C 4.457 -1.787 0.946
O 3.968 -2.699 -0.153
H 1.156 -2.200 6.009
H 0.209 -0.621 6.300
H -1.212 -1.080 4.437
H -0.673 -3.594 1.783
H -0.876 -1.881 1.409
H -2.845 -2.497 0.877
H -4.097 -2.621 2.115
H -3.075 -4.066 1.652
H 2.386 0.192 1.960
H 1.615 0.299 3.600
H 0.719 0.027 -0.166
H -1.377 0.939 -1.006
H -3.619 3.086 0.720
H -3.512 1.932 -0.712
H -4.304 1.390 0.779
H -2.669 1.950 2.973
H -0.540 1.058 3.846
H 1.956 -1.409 0.435
H 1.276 -3.077 0.858
H 3.541 -3.724 1.727
H 5.495 -2.122 0.962
H 4.127 -0.759 0.781
C -0.499 -5.654 -2.177
N -1.389 -4.746 -1.475
C -2.506 -4.130 -1.944
C -2.905 -4.399 -3.374
O -3.151 -3.388 -1.218
H -0.478 -6.608 -1.647
H 0.507 -5.231 -2.181
H -0.819 -5.821 -3.200
H -1.182 -4.522 -0.514
H -3.809 -3.842 -3.601
H -2.115 -4.075 -4.054
H -3.106 -5.462 -3.517
C -0.115 -7.814 4.526
N 0.039 -8.572 3.294
C 0.160 -9.914 3.137
C 0.135 -10.768 4.382
O 0.284 -10.398 2.021
H -1.051 -7.254 4.475
H 0.711 -7.114 4.607
H -0.130 -8.460 5.399
H 0.064 -8.065 2.424
H 0.242 -11.811 4.099
H 0.963 -10.500 5.041
H -0.813 -10.644 4.907
C 2.219 4.164 -0.943
N 1.554 4.011 0.339
C 1.952 4.457 1.549
C 3.246 5.227 1.637
O 1.258 4.216 2.522
H 1.548 4.690 -1.626
H 2.427 3.168 -1.347
H 3.152 4.725 -0.858
H 0.679 3.506 0.375
H 3.423 5.508 2.672
H 4.078 4.608 1.297
H 3.190 6.133 1.033
C -5.375 1.268 -4.785
N -4.130 1.773 -4.242
C -2.881 1.265 -4.395
C -2.733 0.016 -5.230
O -1.919 1.809 -3.869
H -5.827 2.040 -5.411
H -6.054 1.042 -3.961
H -5.223 0.371 -5.378
H -4.159 2.609 -3.672
H -1.685 -0.270 -5.261
H -3.304 -0.804 -4.789
H -3.073 0.199 -6.251
C -1.037 6.826 -2.596
N -2.152 5.938 -2.865
C -2.988 5.348 -1.974
C -2.762 5.621 -0.512
O -3.888 4.616 -2.360
H -1.215 7.779 -3.096
H -0.125 6.380 -2.999
H -0.908 7.000 -1.532
H -2.360 5.708 -3.824
H -3.503 5.079 0.066
H -1.769 5.276 -0.219
H -2.866 6.686 -0.297
C 4.907 6.328 -4.928
N 4.217 6.171 -3.661
C 4.601 6.609 -2.435
C 5.905 7.360 -2.336
O 3.899 6.393 -1.455
H 4.258 6.868 -5.619
H 5.116 5.340 -5.340
H 5.839 6.872 -4.814
H 3.337 5.678 -3.653
H 6.075 7.643 -1.301
H 6.731 6.727 -2.663
H 5.867 8.266 -2.943
*
```

Molar mass
In order: 808.788 748.967
Unit: g mol⁻¹
Frontier orbital gap
In order: 7.28 9.03
Unit: eV